# C6H9N

A molecular structure, C6H9N (ωB97M-V/def2-TZVPD, the OMol25 dataset).

## Properties
* ΔE to the lowest compared entry with this formula, charge and spin: 315.72 kJ/mol
* LUMO energy: 1.172 eV
* highest occupied orbital energy: -8.5 eV
* total energy: -288.66179 a.u.

Geometry as ORCA input:
```
! wB97M-V def2-TZVPD RIJCOSX def2/J DEFGRID3
* xyz 0 1
H -1.91264 1.30193 -0.63022
C -0.32508 -0.10130 -1.08043
H 1.47835 1.17154 0.71192
H 0.34677 -1.75828 1.43161
C -0.93496 1.03023 -0.22064
C 1.88726 0.39448 0.04679
C -1.16884 -1.10922 -0.22946
H -1.95990 -1.81490 -0.43565
C 0.01934 -1.07273 0.65537
H -0.26698 -0.03314 -2.16876
N 0.90168 -0.58552 -0.38692
H 2.34386 0.88038 -0.82198
H -0.34965 1.93691 -0.02934
C -1.11385 -0.04727 0.84337
H -1.71732 -0.02244 1.74407
H 2.67752 -0.12735 0.59781
*
```

# C39H33N4O3P2PdSSe2

A molecular structure, C39H33N4O3P2PdSSe2 (ωB97M-V/def2-TZVPD, the OMol25 dataset).

## Properties
* ΔE to the lowest compared entry with this formula, charge and spin: 140.70 kJ/mol
* LUMO energy (alpha / beta): 0.506 / 0.500 eV
* highest occupied orbital energy (alpha / beta): -5.2 / -5.2 eV
* total energy: -7962.43624 a.u.

Geometry as ORCA input:
```
! wB97M-V def2-TZVPD RIJCOSX def2/J DEFGRID3
* xyz -1 1
H -2.97379 -5.78208 -0.13619
S -1.81944 1.22157 6.20118
O -1.52917 0.48075 7.41901
H -0.44671 2.98544 3.23849
H 0.16665 2.06404 1.03090
H -0.91945 4.79419 -4.67052
H 4.14359 -0.17544 -2.78109
H -1.31428 2.49578 -5.44635
C 4.75577 0.30391 -2.03078
H 1.40694 2.52671 -6.96658
H -0.35660 -7.03325 3.00534
P -1.35935 0.54916 -0.95276
C -2.07496 -0.08424 4.95438
O -0.71984 2.02586 5.69216
C 1.64353 0.38656 -0.89463
C 0.10643 -4.59840 0.70174
H -4.59838 -2.09535 3.97538
C -1.10418 -0.44535 4.04081
H 2.71997 4.08103 -3.20239
C -2.43569 2.22677 3.18780
C -1.76171 1.16242 0.71260
C 2.37824 3.26098 -3.82161
H -4.05496 -0.32972 5.65231
H -1.50785 0.65405 -3.80035
H -0.57120 -3.34138 -1.60189
C -2.65825 -2.00438 3.05864
H -3.75848 0.35102 0.68707
C 6.05201 -0.11660 -1.80681
C 6.83241 0.51346 -0.85004
H 6.93893 2.06978 0.61873
O -3.10934 1.90778 6.20975
C 0.32048 -0.04398 -0.75839
C 0.36087 -5.42664 1.76889
N 1.64720 -1.50923 0.11969
C 1.64158 2.38388 -5.92256
H -4.33709 1.30143 2.89224
C -1.12591 -4.67644 -0.00286
C -1.24013 2.69968 -4.38854
C 2.11108 3.44484 -5.16493
C -1.16812 2.42909 2.66331
N 0.39640 -1.22849 -0.11674
H -2.69263 2.61579 4.16244
H 6.45778 -0.94367 -2.37189
H 4.59415 2.78489 0.26657
C -1.34960 1.67376 -3.47104
C 1.72147 0.95121 -4.00264
H 1.08321 0.31740 -5.94192
C -3.35602 1.47107 2.47850
H -1.04344 3.46581 -0.61053
H -3.83685 -3.41265 2.15812
H 0.84422 -3.87093 0.38344
C -0.82464 1.90308 1.43215
N 2.41199 -0.56047 -0.32387
C -1.41150 -3.78286 -1.06226
C -1.08457 3.25143 -1.66885
C -1.26478 1.94890 -2.11013
Se -2.79662 -0.84373 -1.70831
C 4.23651 1.34394 -1.26841
Se 2.05678 3.62548 -0.41267
N -2.92225 -2.97879 2.06016
C -3.61980 -1.63473 3.99276
H -0.76474 5.27606 -2.25613
H -2.49057 -7.24401 1.78501
H -2.19569 -3.69778 2.04435
C 1.45197 1.13949 -5.34561
C 6.32362 1.56984 -0.11499
C -0.94554 4.26874 -2.59650
C -1.02505 3.99568 -3.95067
H -0.62996 -1.73242 2.35685
C -3.02554 0.92517 1.25102
H -2.32427 -3.93850 -1.63603
C -1.77210 -6.49281 1.48225
H 1.55950 -0.01396 -3.54326
C 2.18127 2.01588 -3.23839
Pd -1.67162 -1.81911 0.35786
C -1.39477 -1.39983 3.07943
C -2.04989 -5.66847 0.41496
C 5.01812 1.97783 -0.31566
H -0.13462 0.02455 4.08191
H 1.30041 -5.34364 2.29362
P 2.49712 1.85212 -1.44817
H 2.26194 4.41375 -5.62088
C -0.56991 -6.37988 2.17196
H 7.84434 0.17714 -0.67999
C -3.32461 -0.65996 4.93101
*
```

# C2H2IN

A single C2H2IN molecule (ωB97M-V/def2-TZVPD, the OMol25 dataset).

## Properties
* ΔE to the lowest compared entry with this formula, charge and spin: 243.28 kJ/mol
* LUMO energy: 0.013 eV
* highest occupied orbital energy: -7.9 eV
* total energy: -429.73265 a.u.

Geometry as ORCA input:
```
! wB97M-V def2-TZVPD RIJCOSX def2/J DEFGRID3
* xyz 0 1
C 0.51661 -0.69086 0.12808
H 0.23133 -1.40623 -0.60805
C -0.85438 1.22558 -0.42874
I 2.34824 -0.98207 1.13187
H -1.97969 1.55929 -0.26944
N -0.26211 0.29429 0.04628
*
```

Q: total energy of number 2 (C39H33N4O3P2PdSSe2)?
A: -7962.43624 a.u.